No. 1
{
  "formula": "C17H12F4N",
  "method": "wB97M-V/def2-TZVPD",
  "e_above_lowest_kcal_mol": 0.00,
  "homo_energy_ev": -12.72,
  "charge": 1,
  "elements": ["F", "F", "F", "F", "N", "C", "C", "C", "C", "C", "C", "C", "C", "C", "C", "C", "C", "C", "C", "C", "C", "C", "H", "H", "H", "H", "H", "H", "H", "H", "H", "H", "H", "H"],
  "coordinates": [[3.181, 6.674, 3.486], [-5.248, 2.789, -4.501], [2.600, 9.055, -0.570], [-2.664, 6.603, -5.619], [1.407, 1.949, 0.769], [2.770, -0.292, 0.881], [1.348, 7.058, -0.222], [-1.809, 4.237, -1.389], [-4.248, 3.686, -4.187], [2.923, 7.892, 1.461], [-2.951, 5.586, -4.737], [1.653, 5.838, 1.861], [0.065, 4.913, 0.175], [-3.965, 4.698, -5.102], [-2.241, 5.494, -3.545], [2.277, 7.989, 0.238], [1.007, 5.937, 0.591], [-2.527, 4.445, -2.621], [2.567, 6.803, 2.259], [2.010, 0.955, 0.822], [-0.821, 5.090, -0.894], [-3.582, 3.543, -2.978], [-3.843, 2.737, -2.299], [-1.455, 6.215, -3.334], [0.074, 3.987, 0.764], [3.672, 8.608, 1.775], [-4.506, 4.791, -6.038], [1.389, 5.019, 2.535], [3.836, -0.071, 0.715], [0.864, 7.207, -1.180], [-2.134, 3.376, -0.794], [2.406, -0.977, 0.101], [2.641, -0.759, 1.870], [-0.727, 6.042, -1.406]],
  "nbo_charge": [-0.30, -0.30, -0.31, -0.30, -0.42, -0.73, -0.21, 0.11, 0.40, -0.25, 0.41, -0.19, 0.12, -0.24, -0.21, 0.41, -0.13, -0.13, 0.40, 0.36, -0.33, -0.19, 0.25, 0.24, 0.27, 0.27, 0.28, 0.25, 0.27, 0.24, 0.24, 0.27, 0.27, 0.21]
}

No. 2
{
  "formula": "C23H22I2MgN2O2PS",
  "method": "wB97M-V/def2-TZVPD",
  "e_above_lowest_kcal_mol": 2.15,
  "homo_energy_ev": -11.18,
  "charge": 1,
  "elements": ["I", "I", "S", "P", "Mg", "O", "O", "N", "N", "C", "C", "C", "C", "C", "C", "C", "C", "C", "C", "C", "C", "C", "C", "C", "C", "C", "C", "C", "C", "C", "C", "C", "H", "H", "H", "H", "H", "H", "H", "H", "H", "H", "H", "H", "H", "H", "H", "H", "H", "H", "H", "H", "H", "H"],
  "coordinates": [[-2.173, 2.354, -1.173], [-0.143, 3.466, 0.117], [1.231, 0.559, -2.647], [-0.229, -0.910, 0.943], [-0.787, -0.294, -1.576], [-2.621, -1.127, -1.172], [-0.873, -2.333, -1.693], [-0.415, 1.459, -4.601], [1.051, 2.938, -3.929], [-1.369, -2.910, 2.592], [2.055, 3.618, -3.139], [1.916, -2.620, 1.666], [3.270, -2.891, 1.804], [2.456, -0.417, 0.859], [4.213, -1.927, 1.483], [3.805, -0.686, 1.011], [-1.904, -2.161, -0.995], [-1.273, -2.369, 1.315], [-2.888, -3.989, 0.514], [-2.198, -3.997, 2.825], [-2.052, -2.913, 0.283], [-2.304, 1.684, 3.249], [0.609, 1.703, -3.760], [-1.943, 0.719, 2.326], [1.502, -1.377, 1.200], [0.243, 3.661, -4.912], [0.316, 0.755, 3.162], [-0.541, 2.530, -5.591], [-2.948, -4.534, 1.789], [-0.050, 1.727, 4.086], [-1.353, 2.195, 4.127], [-0.627, 0.254, 2.277], [1.188, -3.381, 1.911], [5.267, -2.145, 1.591], [-0.081, 2.229, -6.534], [2.437, 2.939, -2.382], [-2.265, -4.423, 3.816], [2.137, 0.546, 0.471], [0.877, 4.217, -5.600], [3.588, -3.863, 2.159], [-3.596, -5.379, 1.980], [1.337, 0.393, 3.135], [-2.684, 0.317, 1.643], [2.873, 3.943, -3.782], [-3.326, 2.038, 3.290], [4.539, 0.064, 0.750], [-1.583, 2.787, -5.768], [-0.801, -2.475, 3.406], [-0.410, 4.366, -4.389], [-0.643, 0.507, -4.824], [0.688, 2.112, 4.779], [-3.489, -4.394, -0.288], [-1.635, 2.948, 4.851], [1.609, 4.488, -2.654]],
  "nbo_charge": [0.02, 0.07, -0.40, 0.70, 1.63, -0.82, -0.78, -0.59, -0.38, -0.18, -0.41, -0.22, -0.19, -0.23, -0.19, -0.21, 0.74, -0.36, -0.22, -0.21, -0.02, -0.21, 0.37, -0.23, -0.28, -0.22, -0.24, -0.23, -0.17, -0.19, -0.20, -0.27, 0.23, 0.23, 0.21, 0.24, 0.23, 0.21, 0.23, 0.23, 0.23, 0.23, 0.23, 0.22, 0.22, 0.22, 0.23, 0.23, 0.21, 0.43, 0.22, 0.23, 0.23, 0.21]
}

No. 3
{
  "formula": "C16H32As3F30N6O12S4",
  "method": "wB97M-V/def2-TZVPD",
  "e_above_lowest_kcal_mol": 0.00,
  "homo_energy_ev": -8.38,
  "charge": -1,
  "elements": ["As", "As", "As", "S", "S", "S", "S", "F", "F", "F", "F", "F", "F", "F", "F", "F", "F", "F", "F", "F", "F", "F", "F", "F", "F", "F", "F", "F", "F", "F", "F", "F", "F", "F", "F", "F", "F", "O", "O", "O", "O", "O", "O", "O", "O", "O", "O", "O", "O", "N", "N", "N", "N", "N", "N", "C", "C", "C", "C", "C", "C", "C", "C", "C", "C", "C", "C", "C", "C", "C", "C", "H", "H", "H", "H", "H", "H", "H", "H", "H", "H", "H", "H", "H", "H", "H", "H", "H", "H", "H", "H", "H", "H", "H", "H", "H", "H", "H", "H", "H", "H", "H", "H"],
  "coordinates": [[-1.478, 5.119, -1.609], [4.940, 1.392, -0.462], [-0.913, -0.022, -4.833], [-3.144, -1.590, 5.642], [2.317, -5.893, -0.549], [-1.202, 0.441, 5.836], [1.781, -4.916, 1.985], [0.226, -1.637, 6.584], [0.683, -0.441, -4.226], [-2.469, -3.668, 4.068], [-0.821, -0.867, -6.352], [-2.555, 0.470, -5.209], [1.857, -6.799, -2.970], [-1.714, -3.720, 6.096], [4.204, 0.337, 0.744], [5.645, 2.495, -1.572], [-1.530, -1.447, -4.197], [-0.326, 1.468, -5.632], [-2.952, 5.618, -0.896], [-3.823, -4.135, 5.833], [3.698, 2.716, -0.190], [6.130, 0.182, -0.819], [0.448, -2.988, 2.969], [5.806, 2.007, 0.868], [-0.984, 6.705, -1.864], [-0.742, -4.179, 1.571], [-2.276, 5.182, -3.174], [-0.011, 4.457, -2.402], [0.705, 0.145, 7.605], [0.205, -5.671, -2.160], [-0.646, 5.108, -0.104], [-1.088, 0.916, -3.335], [0.555, -7.668, -1.451], [1.299, -0.117, 5.418], [3.899, 0.764, -1.694], [0.834, -2.861, 0.857], [-1.965, 3.460, -1.503], [-1.975, 0.899, 6.984], [2.405, -4.561, -1.194], [-3.541, 1.696, 0.895], [0.014, 1.575, 1.901], [3.444, -6.826, -0.572], [-4.619, 3.874, -4.939], [-4.235, -1.378, 4.772], [-0.892, 1.443, 4.794], [1.490, -5.377, 3.325], [-3.351, -1.489, 7.054], [2.170, -1.551, -0.639], [2.941, -4.109, 1.702], [4.209, -2.434, -0.588], [1.020, 2.570, 0.029], [-2.578, 0.194, 2.439], [-1.882, -0.789, 5.068], [-2.461, 3.279, -4.824], [1.548, -5.966, 0.839], [-4.209, 2.238, -3.235], [5.377, -2.931, -1.340], [1.770, 3.113, 2.375], [-2.757, -3.335, 5.413], [-3.267, 1.533, 2.048], [-2.293, 3.572, -6.278], [-3.471, 2.523, 3.125], [-3.837, 3.126, -4.429], [1.139, -6.554, -1.864], [0.848, 2.293, 1.478], [0.474, -3.669, 1.860], [-2.350, -0.726, 1.260], [2.992, -1.889, -1.403], [3.041, -1.882, -2.895], [0.358, 1.495, -0.819], [0.389, -0.336, 6.384], [5.894, -3.663, -0.765], [1.315, 4.156, 2.456], [-2.517, 2.867, 3.559], [2.081, 2.618, -0.164], [-1.276, 3.267, -6.500], [-4.052, 3.371, 2.673], [-3.134, 3.116, -6.794], [2.800, 3.317, 2.008], [0.619, 3.557, -0.114], [2.232, -1.210, -3.211], [3.958, -1.354, -3.202], [-4.042, 2.162, 4.052], [4.478, -1.629, 0.015], [-5.155, 1.709, -3.367], [-3.561, 1.409, -3.033], [0.607, 1.710, -1.876], [-4.379, 2.931, -2.409], [-2.409, 4.622, -6.392], [-3.142, -0.281, 3.107], [5.994, -2.020, -1.521], [-1.330, -1.073, 1.313], [0.825, 0.614, -0.516], [3.014, -2.936, -3.224], [-2.384, -0.207, 0.326], [-1.701, 0.492, 2.859], [5.031, -3.452, -2.231], [-0.693, 1.374, -0.653], [3.825, -3.135, 0.001], [-3.114, -1.541, 1.376], [-2.168, 4.100, -4.243], [-1.870, 2.440, -4.504], [1.748, 2.688, 3.373]],
  "lowdin_charge": [0.72, 0.76, 0.77, 0.56, 0.68, 0.65, 0.60, 0.14, -0.25, 0.06, -0.24, -0.25, 0.13, 0.16, -0.26, -0.22, -0.21, -0.27, -0.22, 0.09, -0.29, -0.24, 0.16, -0.22, -0.20, 0.12, -0.24, -0.27, 0.12, 0.15, -0.24, -0.27, 0.14, 0.13, -0.22, 0.09, -0.24, -0.29, -0.33, 0.14, 0.16, -0.30, 0.14, -0.28, -0.34, -0.27, -0.26, 0.14, -0.31, 0.09, 0.10, 0.10, -0.31, 0.05, -0.29, 0.03, 0.00, 0.04, -0.59, -0.37, 0.02, 0.02, -0.43, -0.69, -0.40, -0.71, 0.04, -0.41, 0.03, 0.01, -0.64, 0.09, 0.12, 0.09, 0.13, 0.09, 0.11, 0.11, 0.09, 0.16, 0.07, 0.10, 0.13, 0.15, 0.10, 0.06, 0.11, 0.09, 0.09, 0.09, 0.10, 0.08, 0.06, 0.11, 0.07, 0.09, 0.09, 0.07, 0.09, 0.13, 0.11, 0.13, 0.09]
}

No. 4
{
  "formula": "C44H52O16S4",
  "method": "wB97M-V/def2-TZVPD",
  "e_above_lowest_kcal_mol": 34.90,
  "homo_energy_ev": -8.95,
  "charge": 0,
  "smiles": "O=S1(=O)OCCO1.O=S1(=O)OCCO1.O=S1(=O)OCCO1.O=S1(=O)OCCO1.c1ccccc1.c1ccccc1.c1ccccc1.c1ccccc1.c1ccccc1.c1ccccc1",
  "elements": ["S", "S", "S", "S", "O", "O", "O", "O", "O", "O", "O", "O", "O", "O", "O", "O", "O", "O", "O", "O", "C", "C", "C", "C", "C", "C", "C", "C", "C", "C", "C", "C", "C", "C", "C", "C", "C", "C", "C", "C", "C", "C", "C", "C", "C", "C", "C", "C", "C", "C", "C", "C", "C", "C", "C", "C", "C", "C", "C", "C", "C", "C", "C", "C", "H", "H", "H", "H", "H", "H", "H", "H", "H", "H", "H", "H", "H", "H", "H", "H", "H", "H", "H", "H", "H", "H", "H", "H", "H", "H", "H", "H", "H", "H", "H", "H", "H", "H", "H", "H", "H", "H", "H", "H", "H", "H", "H", "H", "H", "H", "H", "H", "H", "H", "H", "H"],
  "coordinates": [[-1.009, 0.189, 0.362], [-1.678, 10.530, 0.079], [3.126, -8.854, 5.614], [-5.719, -0.338, -5.714], [0.269, 1.136, 0.812], [-4.283, -0.402, -6.045], [-3.073, 10.126, -0.202], [-6.685, -1.096, -6.542], [-0.696, 9.488, 0.293], [-2.067, 1.245, 1.025], [-1.058, 0.120, -1.064], [-1.144, 11.750, -0.875], [4.179, -7.581, 5.340], [-5.900, -0.736, -4.113], [3.434, -9.983, 4.722], [-1.603, 11.566, 1.413], [1.806, -7.925, 4.931], [-1.117, -1.085, 1.112], [-6.211, 1.213, -5.475], [2.977, -8.981, 7.100], [-6.842, 1.452, -4.179], [-9.303, -3.315, 3.178], [-0.602, 12.561, 1.274], [4.017, -3.493, -6.286], [9.189, 3.209, 2.467], [0.591, 4.456, -6.084], [1.738, 3.819, -6.580], [-10.482, -3.709, 0.763], [-0.991, -7.492, -2.713], [-3.708, -8.290, -2.424], [1.415, -0.776, 9.409], [3.490, -6.333, 5.153], [-6.989, 0.078, -3.621], [-1.980, -6.657, -3.200], [7.379, 4.771, 3.128], [2.591, 0.435, 7.193], [-8.550, -3.708, 2.127], [-3.282, -7.146, -3.084], [6.724, -2.951, -5.625], [6.409, -4.095, -6.324], [0.019, 2.557, 0.776], [-9.129, -3.890, 0.920], [8.565, 4.061, 3.440], [3.031, 0.850, 8.497], [1.027, -1.203, 8.177], [5.075, -4.319, -6.714], [-1.361, 2.406, 1.430], [3.018, 4.281, -6.315], [4.370, -2.292, -5.613], [8.513, 2.921, 1.332], [1.968, 5.890, -4.825], [6.827, 4.487, 1.908], [-0.649, 12.951, -0.211], [5.713, -2.046, -5.326], [-10.691, -3.096, 3.081], [2.208, -6.698, 4.418], [3.110, 5.360, -5.410], [-11.289, -3.435, 1.881], [-2.746, -9.068, -1.868], [-1.391, -8.690, -2.087], [0.721, 5.420, -5.103], [2.434, 0.267, 9.630], [1.686, -0.629, 7.097], [7.351, 3.510, 1.048], [4.874, -5.149, -7.375], [-4.694, -8.669, -2.199], [-1.324, 13.794, -0.363], [-7.488, -3.717, 2.323], [-0.687, -9.286, -1.526], [-0.889, 13.373, 1.941], [0.323, 12.155, 1.683], [6.856, 3.190, 0.143], [-7.041, -0.011, -2.536], [1.462, -5.962, 4.716], [4.073, -5.584, 4.617], [0.967, -1.179, 10.306], [-11.346, -2.627, 3.800], [2.720, 0.644, 10.601], [2.895, 0.830, 6.236], [4.058, 5.777, -5.102], [-1.803, -5.794, -3.825], [3.844, 3.696, -6.692], [2.995, -3.708, -6.562], [8.925, 2.223, 0.619], [7.242, -4.756, -6.516], [6.872, 5.487, 3.759], [1.311, -0.875, 6.114], [-0.065, 3.106, -0.162], [-1.991, 3.265, 1.196], [10.107, 2.709, 2.737], [-8.553, -4.320, 0.115], [-4.092, -6.557, -3.489], [9.003, 4.262, 4.407], [-8.737, -2.916, 4.006], [-3.027, -9.883, -1.217], [3.218, -6.085, 6.179], [-12.343, -3.220, 1.782], [2.003, 6.569, -3.986], [-11.018, -4.061, -0.106], [7.773, -2.767, -5.447], [-7.852, -0.377, -4.108], [-0.347, 4.010, -6.378], [0.314, 13.172, -0.671], [5.781, -1.210, -4.646], [-6.124, 1.963, -3.538], [0.022, -7.128, -2.797], [0.193, -1.871, 8.022], [5.978, 5.052, 1.551], [-7.748, 2.048, -4.066], [-1.268, 2.454, 2.515], [-0.143, 5.764, -4.553], [2.504, -6.700, 3.369], [1.405, 2.973, -7.163], [3.791, 1.613, 8.584], [0.707, 3.112, 1.414], [3.619, -1.622, -5.220]],
  "lowdin_charge": [0.71, 0.75, 0.83, 0.75, -0.22, -0.25, -0.25, -0.26, -0.25, -0.19, -0.23, -0.23, -0.23, -0.21, -0.25, -0.23, -0.20, -0.25, -0.20, -0.27, -0.15, -0.10, -0.19, -0.07, -0.08, -0.09, -0.10, -0.09, -0.09, -0.11, -0.09, -0.18, -0.20, -0.09, -0.09, -0.08, -0.13, -0.10, -0.11, -0.10, -0.13, -0.11, -0.06, -0.09, -0.12, -0.09, -0.22, -0.08, -0.09, -0.15, -0.12, -0.11, -0.12, -0.11, -0.08, -0.23, -0.08, -0.10, -0.10, -0.08, -0.11, -0.06, -0.12, -0.11, 0.09, 0.10, 0.13, 0.11, 0.09, 0.13, 0.13, 0.10, 0.14, 0.14, 0.14, 0.09, 0.10, 0.09, 0.09, 0.09, 0.10, 0.10, 0.09, 0.11, 0.10, 0.10, 0.09, 0.13, 0.13, 0.10, 0.11, 0.09, 0.09, 0.10, 0.10, 0.13, 0.10, 0.10, 0.10, 0.10, 0.12, 0.10, 0.13, 0.09, 0.13, 0.10, 0.10, 0.10, 0.14, 0.13, 0.10, 0.13, 0.10, 0.09, 0.14, 0.09]
}

| no. | calculated total energy (eV) | strongest force on any atom (eV/Å) |
| --- | --- | --- |
| 1 | -30175.2313 | 2.0 |
| 2 | -73052.6044 | 0.4 |
| 3 | -358014.5375 | 3.5 |
| 4 | -122561.9070 | 4.6 |